# 1
C3H4Cl2N2 | the ωB97M-V functional and the def2-TZVPD basis

Structure (SMILES)   Cl/C=N\N1C[C@@H]1Cl
Molecular weight   138.99 g/mol
HOMO-LUMO gap   9.64 eV
Electronic energy   -31195.9943 eV
E_HOMO   -8.87 eV
Net charge   0

```
11
Properties=species:S:1:pos:R:3:mulliken_charge:R:1
Cl -3.6471 0.0906 -0.3417 -0.20
C -2.2135 -0.9722 0.0178 -0.08
N -0.9632 -0.7184 -0.0099 -0.46
N 0.1044 0.1693 0.0615 0.15
C 1.4124 -0.1526 0.3912 -0.59
C 1.2858 1.0244 -0.5673 0.13
Cl 1.2804 2.5830 0.0383 -0.15
H -2.5045 -1.8985 0.4548 0.34
H 2.0405 -0.9490 0.1624 0.32
H 1.6709 0.1401 1.3662 0.20
H 1.5339 0.6833 -1.5735 0.35
```

# 2
C15H12F5NO10STeTi | the ωB97M-V functional and the def2-TZVPD basis

⟨S²⟩   2.04
Molecular weight   668.78 g/mol
HOMO-LUMO gap (alpha / beta)   4.67 / 7.00 eV
Electronic energy   -92550.6375 eV
E_HOMO (alpha / beta)   -0.66 / -3.55 eV
Multiplicity   3
Net charge   -2

```
46
Properties=species:S:1:pos:R:3:lowdin_spin:R:1
Ti -0.7729 -0.0007 -0.1248 0.11
O -0.3347 -0.0535 3.3213 0.09
S -0.4769 1.1120 2.4086 0.01
O -0.2794 2.3703 3.0764 0.01
O 0.4769 0.9520 1.2298 0.00
O -1.7743 0.9458 1.6740 0.01
O -1.0234 1.5676 -1.2882 0.16
C -1.5140 1.5734 -2.4823 0.31
C -1.6428 0.4436 -3.3232 0.04
C -2.2299 0.5549 -4.5946 0.14
C -2.3483 -0.5505 -5.4250 0.01
C -1.8901 -1.8081 -5.0237 0.11
C -1.2936 -1.9356 -3.7871 0.01
C -1.1303 -0.8428 -2.9198 0.06
O -0.4747 -1.0061 -1.8061 0.05
N -2.9459 -0.4073 -6.7218 0.00
O -3.3173 0.7040 -7.0820 -0.02
O -3.0171 -1.3901 -7.4536 0.00
H -1.8249 2.5413 -2.8860 0.02
H -2.5965 1.5136 -4.9352 0.01
H -2.0102 -2.6538 -5.6838 0.01
H -0.9262 -2.8933 -3.4399 0.00
C 2.1848 -1.8445 -1.1115 0.00
C 2.2470 -0.4181 -1.5835 0.00
O 1.5777 0.4424 -1.0564 0.00
C 3.1388 -0.0583 -2.7262 0.00
C 3.8961 -1.0014 -3.4153 0.00
C 4.6830 -0.6229 -4.4920 0.00
C 4.7220 0.7040 -4.8944 0.00
C 3.9642 1.6515 -4.2150 0.00
C 3.1778 1.2724 -3.1428 0.00
H 1.6120 -1.8915 -0.1854 0.00
H 3.1870 -2.2484 -0.9562 0.00
H 1.6691 -2.4455 -1.8620 0.00
H 3.8639 -2.0407 -3.1157 0.00
H 5.2620 -1.3674 -5.0246 0.00
H 5.3322 0.9978 -5.7394 0.00
H 3.9819 2.6861 -4.5336 0.00
H 2.5627 1.9853 -2.6085 0.00
F -0.5248 -2.9800 3.1764 0.05
Te -1.8941 -1.8776 2.3973 0.20
F -2.5358 -0.3393 -0.3450 0.01
F -2.5469 -1.9383 4.2320 0.14
F -3.7571 -1.3989 2.0182 0.17
F -2.4812 -3.5418 1.7265 0.02
O -0.6179 -1.6026 0.9041 0.27
```

# 3
C11H9NO | the ωB97M-V functional and the def2-TZVPD basis

Molecular weight   171.20 g/mol
HOMO-LUMO gap (alpha / beta)   7.43 / 7.42 eV
Electronic energy   -15083.7994 eV
E_HOMO (alpha / beta)   -7.62 / -7.61 eV
Net charge   0

```
22
Properties=species:S:1:pos:R:3:mulliken_charge:R:1
C 0.8002 -1.7721 2.6886 -0.44
C 0.3475 -0.4784 2.6826 -0.47
C 1.2800 -2.3008 1.4878 -0.41
C 0.4084 0.2653 1.5616 -0.52
C 1.2824 -1.5904 0.3279 -0.49
C 0.8471 -0.2864 0.4076 0.73
C 0.7002 0.5171 -0.7878 0.12
C -0.8356 0.2504 -2.4077 -0.68
C 0.0560 1.5747 -2.6467 0.27
C -1.9972 1.1887 -2.0016 -0.12
C -1.1797 2.3952 -2.2414 -0.39
N 0.9940 1.4836 -1.5473 -0.65
O -2.2547 2.1064 -3.0658 -0.42
H 0.5875 -2.4255 3.5674 0.32
H -0.1002 -0.0709 3.5338 0.44
H 1.5647 -3.3212 1.3555 0.38
H 0.2877 1.2705 1.7560 0.44
H 1.7928 -1.9209 -0.5807 0.40
H -0.8940 -0.6515 -3.0194 0.35
H 0.5741 1.9520 -3.5752 0.42
H -2.8642 0.9502 -1.3045 0.36
H -1.2772 3.4223 -1.7716 0.37
```

# 4
C17H25AsN6O8P2Pt | the ωB97M-V functional and the def2-TZVPD basis

⟨S²⟩   6.02
Molecular weight   773.37 g/mol
HOMO-LUMO gap (alpha / beta)   6.22 / 6.12 eV
Electronic energy   -126019.8115 eV
E_HOMO (alpha / beta)   -6.06 / -8.98 eV
Multiplicity   5
Net charge   0

```
60
Properties=species:S:1:pos:R:3:lowdin_spin:R:1
Pt 13.6358 8.5815 8.7350 1.53
O 12.1771 9.6637 12.7417 0.00
P 11.7939 9.7645 11.1984 0.01
O 10.9053 10.8319 10.8263 0.00
O 13.1636 9.6908 10.5086 0.06
O 11.0746 8.4272 10.7477 0.00
P 11.7626 6.9673 10.8938 0.01
O 10.4593 6.0979 10.5485 0.01
O 12.2299 6.8771 12.2582 0.00
O 12.7494 6.7628 9.7074 0.13
H 12.4927 8.7378 12.7620 0.00
H 10.0255 5.6168 11.2934 0.00
N 15.0333 5.6769 6.1482 0.02
C 15.3713 6.5577 7.0975 0.00
N 14.3105 7.3286 7.1484 0.08
C 13.3722 6.9683 6.2104 0.02
N 13.7424 5.8085 5.6517 0.06
C 12.2527 7.8211 6.0794 0.17
C 11.7224 8.1355 4.9083 0.21
N 11.0535 9.2755 4.5627 0.24
C 10.7045 9.8596 5.6339 0.30
C 11.1040 9.5851 7.0109 0.19
N 12.0949 8.6504 7.2210 0.49
H 15.4772 4.8619 5.9288 0.00
H 16.1995 6.4786 7.7124 0.00
H 11.8610 7.2642 4.2847 0.01
H 9.8947 10.6621 5.4775 0.01
H 10.9676 9.9424 8.9653 0.00
C 7.6750 10.2605 7.6054 0.00
C 8.4992 11.5216 7.6321 0.01
C 7.8632 12.7351 7.4987 0.00
C 8.5143 13.9254 7.7302 0.00
C 9.8459 13.8955 7.9803 0.00
C 10.5471 12.6971 8.0494 0.01
C 11.9839 12.8552 8.4464 0.00
C 9.8265 11.4864 7.8776 0.02
N 10.6176 10.3086 8.0015 0.31
H 6.5931 10.4104 7.3990 0.00
H 7.7204 9.7659 8.6245 0.00
H 8.0344 9.5934 6.8142 0.00
H 6.8445 12.7657 7.2345 0.00
H 8.0454 14.8873 7.5876 0.00
H 10.4153 14.8102 8.0965 0.00
H 12.2224 13.8500 8.7609 0.00
H 12.6996 12.6443 7.6041 0.00
H 12.2793 12.1583 9.2267 0.00
C 15.6386 6.7227 11.7480 0.00
As 16.3455 8.3284 11.0880 0.01
C 18.2290 8.2809 11.4368 0.00
C 15.7251 9.6948 12.1326 0.00
O 15.9784 8.4443 9.4577 0.09
H 16.3534 5.9551 11.4997 0.00
H 14.6652 6.5235 11.2862 0.00
H 15.5460 6.7380 12.8403 0.00
H 18.4384 8.2336 12.4874 0.00
H 18.6156 9.2678 11.1025 0.00
H 18.7897 7.4987 10.9216 0.00
H 14.8471 9.2898 12.7055 0.00
H 15.3587 10.5016 11.4931 0.00
H 16.5580 9.9578 12.7925 0.00
```